No. 1
This record from the Open Molecules 2025 dataset describes a cluster of 2 separate species, C3H6O4 in total at a distorted geometry. The level of theory is ωB97M-V with the def2-TZVPD basis set.

- E (eV) = -11395.768
- Kohn-Sham gap (eV) = 10.19
- energy relative to the best compared isomer or geometry (same formula, charge and spin) (kcal/mol) = 67.5

The geometry in XYZ format:
```
13
Properties=species:S:1:pos:R:3:forces:R:3:mulliken_charge:R:1
O -1.59214 0.37928 0.37640 0.893 -2.585 1.094 -0.178
H -1.85802 1.48299 -1.25911 0.520 0.124 -0.029 0.292
C -1.09634 -0.80644 -0.08524 0.537 1.321 -0.580 -0.230
O -1.30948 -1.89525 0.61294 -0.971 1.213 1.214 -0.228
H -1.76336 -1.81614 1.50750 0.393 0.363 -1.069 0.293
C -1.17296 1.50983 -0.39048 -2.419 0.281 -1.803 -0.537
O 1.79734 -0.16410 1.28040 -1.651 0.331 0.187 -0.453
H -0.18060 1.50426 -0.78333 0.798 -0.304 0.364 0.278
C 2.33015 -0.40117 0.23740 2.608 -0.050 1.949 0.129
H -1.45856 2.45788 0.06593 0.426 -0.433 0.772 0.271
H 0.96516 -1.02246 -0.97134 -2.030 -0.035 0.480 0.354
O 1.89923 -0.96142 -0.84243 1.317 -0.208 -1.693 -0.341
H 3.43960 -0.26726 0.25135 -0.420 -0.020 -0.886 0.350
```
Forces are in eV/Å.

=====

No. 2
This record from the Open Molecules 2025 dataset describes a cluster of 2 separate species, C3H6O4 in total at a distorted geometry. The level of theory is ωB97M-V with the def2-TZVPD basis set.

- E (eV) = -11395.696
- structure (SMILES) = C=COC(=O)O.O
- Kohn-Sham gap (eV) = 9.53
- energy relative to the best compared isomer or geometry (same formula, charge and spin) (kcal/mol) = 69.1

The geometry in XYZ format:
```
13
Properties=species:S:1:pos:R:3:forces:R:3:mulliken_charge:R:1
H -0.47453 2.06388 0.89495 -4.173 -3.075 -1.085 0.451
O -1.38393 1.52627 0.41653 1.902 2.875 -0.477 -0.735
H 1.83137 1.56018 0.32566 -0.464 0.066 0.170 0.319
O 0.64958 -0.45478 -0.65849 -0.542 1.298 0.616 -0.311
C 1.11693 1.13234 1.03473 0.506 -2.604 -0.390 -1.130
C -0.14026 -1.41998 -1.12965 -0.980 -0.613 0.424 0.732
O -0.09542 -1.37919 -2.45033 0.376 -0.034 -0.519 -0.415
H -1.92441 0.84329 0.82271 0.409 0.497 1.249 0.345
O -0.79316 -2.18533 -0.46666 0.245 0.247 -0.186 -0.541
C 0.38709 0.03054 0.62260 3.942 0.438 0.512 0.187
H -0.56490 -2.14162 -2.81358 -0.095 -0.003 0.203 0.368
H -0.00047 -0.72306 1.31127 -0.596 0.495 -0.344 0.417
H 1.39210 1.14745 2.09028 -0.530 0.412 -0.172 0.312
```
Forces are in eV/Å.

=====

No. 3
This record from the Open Molecules 2025 dataset describes the ion C3H6OS with charge -2 at a distorted geometry. The level of theory is ωB97M-V with the def2-TZVPD basis set.

- E (eV) = -16087.882
- net charge = -2
- structure (SMILES) = [O-]CCC[S-]
- Kohn-Sham gap (eV) = 5.37
- energy relative to the best compared isomer or geometry (same formula, charge and spin) (kcal/mol) = 8.1

The geometry in XYZ format:
```
11
Properties=species:S:1:pos:R:3:forces:R:3:mulliken_charge:R:1
H 1.05556 -0.84035 1.63099 0.405 -0.299 -0.208 0.216
S -0.30701 0.85074 2.61463 0.155 -0.171 -0.101 -0.903
C -0.37619 -0.43097 0.02407 0.690 -1.512 -0.238 -0.311
H 0.90098 0.37958 -1.51103 0.151 0.265 0.481 0.165
O -0.74001 -0.33767 -2.41532 -0.572 0.098 0.124 -0.951
H -0.56583 1.32406 -1.12817 -0.020 0.123 -0.214 0.159
C -0.20452 0.28299 -1.32928 0.508 -0.225 -0.520 -0.507
H -0.14443 -1.50118 -0.15065 -0.003 0.161 -0.333 0.220
H 1.25657 0.75056 0.82464 0.369 -0.204 -0.264 0.237
H -1.43062 -0.47195 0.27550 -0.221 0.449 0.388 0.326
C 0.55549 -0.00580 1.16463 -1.461 1.315 0.885 -0.650
```
Forces are in eV/Å.

=====

No. 4
This record from the Open Molecules 2025 dataset describes a cluster of 2 separate species, C3H6OS in total at a distorted geometry. The level of theory is ωB97M-V with the def2-TZVPD basis set.

- E (eV) = -16086.186
- Kohn-Sham gap (eV) = 8.48
- energy relative to the best compared isomer or geometry (same formula, charge and spin) (kcal/mol) = 110.8

The geometry in XYZ format:
```
11
Properties=species:S:1:pos:R:3:forces:R:3:mulliken_charge:R:1
H 1.46434 0.92137 -1.29841 -0.355 0.633 -1.326 0.350
S -0.65098 -0.26187 -0.70684 -0.187 0.516 -1.314 -0.223
C 0.84693 0.32499 -0.67120 -1.100 -0.950 1.764 -0.083
O -4.02150 -0.24177 0.08460 -2.861 -0.634 2.375 -0.317
C 1.60680 -0.05000 0.51256 3.187 0.413 2.338 -0.874
H 2.47341 -0.64200 0.07674 -0.734 0.206 0.823 0.253
H 1.05078 -0.63746 1.31051 0.727 0.755 -1.248 0.311
H -3.58578 0.91024 1.50205 -0.584 -0.202 1.329 0.120
C -3.20112 0.59464 0.55521 2.126 1.381 -1.487 -0.171
H -3.97720 -0.50187 -0.80507 1.231 -0.459 -2.147 0.380
H 2.20112 0.85100 1.03533 -1.449 -1.657 -1.108 0.254
```
Forces are in eV/Å.

=====

No. 5
This record from the Open Molecules 2025 dataset describes the molecule C3H6OS at a distorted geometry. The level of theory is ωB97M-V with the def2-TZVPD basis set.

- E (eV) = -16090.117
- structure (SMILES) = C1CSCO1
- Kohn-Sham gap (eV) = 9.61
- energy relative to the best compared isomer or geometry (same formula, charge and spin) (kcal/mol) = 20.2

The geometry in XYZ format:
```
11
Properties=species:S:1:pos:R:3:forces:R:3:mulliken_charge:R:1
H 0.89175 -1.69047 -0.66986 -0.273 -0.168 0.566 0.264
O 0.49305 0.18592 -1.18953 -0.799 -0.866 0.068 -0.349
C 0.05940 1.31386 -0.56859 -0.552 2.511 0.584 -0.295
S -1.30796 0.87305 0.60059 0.114 0.160 -0.078 -0.187
C 0.60542 -0.78573 -0.12511 0.571 -0.112 -1.365 -0.554
H 1.46248 -0.37642 0.36509 0.588 -0.415 1.347 0.337
H -1.44764 -1.46427 0.33153 0.242 -0.211 -0.367 0.281
H -0.36058 2.04911 -1.29086 0.432 -0.569 0.356 0.302
H -0.57362 -1.11365 1.75784 0.704 0.016 0.448 0.343
C -0.66384 -0.82308 0.72798 -0.619 0.249 -0.857 -0.405
H 0.84154 1.83168 0.06093 -0.410 -0.596 -0.701 0.262
```
Forces are in eV/Å.

=====

No. 6
This record from the Open Molecules 2025 dataset describes a structure of composition C3H6OS at a distorted geometry. The level of theory is ωB97M-V with the def2-TZVPD basis set.

- E (eV) = -16085.820
- Kohn-Sham gap (eV) = 9.18
- energy relative to the best compared isomer or geometry (same formula, charge and spin) (kcal/mol) = 119.2

The geometry in XYZ format:
```
11
Properties=species:S:1:pos:R:3:forces:R:3:mulliken_charge:R:1
H 0.40401 -0.66356 -1.37266 -1.941 1.005 1.251 0.290
C -0.09480 -0.16591 -0.44442 -0.062 -1.260 -1.016 -0.124
C 0.58984 1.05967 0.02164 -6.360 4.439 2.661 -0.650
S -1.87093 -0.26476 0.01400 0.163 2.585 0.229 -0.264
H 1.24720 1.35871 -0.67022 2.413 1.962 -2.005 0.255
H -2.25731 1.28700 0.25624 1.160 -3.460 -0.744 0.127
H -0.20629 1.95250 0.42805 2.716 -2.669 -0.794 0.213
C 1.02331 -0.15423 0.60483 1.149 -1.383 -1.589 -0.005
H 0.97267 -0.78506 1.47521 -0.090 0.808 0.561 0.381
O 2.23385 -0.26402 -0.22362 3.116 -6.509 4.613 -0.563
H 2.79366 -1.23848 0.35606 -2.266 4.483 -3.169 0.341
```
Forces are in eV/Å.

=====

No. 7
This record from the Open Molecules 2025 dataset describes the molecule C3H6OS3 at a distorted geometry. The level of theory is ωB97M-V with the def2-TZVPD basis set.

- E (eV) = -37758.600
- Kohn-Sham gap (eV) = 8.91
- energy relative to the best compared isomer or geometry (same formula, charge and spin) (kcal/mol) = 35.9

The geometry in XYZ format:
```
13
Properties=species:S:1:pos:R:3:forces:R:3:mulliken_charge:R:1
S 0.44088 -1.90167 1.06080 0.456 -0.220 0.601 -0.232
H -1.68932 -0.21651 1.01759 -0.242 0.707 -0.785 0.418
H -1.88974 -0.45169 -0.76041 -0.124 -1.248 -1.070 0.369
H 0.32944 0.92313 -1.34614 -0.246 -0.631 1.902 0.293
C 0.17076 0.53737 -0.26378 -1.964 -1.029 -1.979 -0.218
S 1.40892 1.27416 0.94232 -1.240 -1.159 0.960 0.408
H -1.98445 1.20336 -0.25024 -0.236 -0.701 0.854 0.321
C 1.10353 -0.55841 0.14609 0.272 1.788 0.034 0.166
H 1.58292 -2.24184 1.72645 -0.446 0.165 -0.316 0.148
C -1.57978 0.20079 -0.00496 4.012 2.863 0.864 -1.113
H 2.71284 0.28783 -1.38990 -0.110 -0.972 0.594 0.137
S 2.53822 -0.95498 -0.79420 0.299 0.564 -0.942 -0.167
O 2.61837 1.89792 0.36948 -0.432 -0.129 -0.716 -0.531
```
Forces are in eV/Å.

=====

No. 8
This record from the Open Molecules 2025 dataset describes a cluster of 2 separate species, C3H6OSe in total at a distorted geometry. The level of theory is ωB97M-V with the def2-TZVPD basis set.

- E (eV) = -70595.757
- Kohn-Sham gap (alpha / beta) (eV) = 4.78 / 4.78
- energy relative to the best compared isomer or geometry (same formula, charge and spin) (kcal/mol) = 116.7

The geometry in XYZ format:
```
11
Properties=species:S:1:pos:R:3:forces:R:3:mulliken_charge:R:1
C 1.71245 -0.66938 0.16856 1.507 1.964 -0.063 -0.567
H -0.74600 1.94312 0.59785 1.525 2.161 1.788 0.354
H 1.92601 -1.69885 0.34833 0.416 -0.816 0.150 0.347
C 0.43497 -0.58048 -0.17249 -2.800 -0.777 -0.715 0.246
O -0.50773 -1.53044 0.10169 0.460 0.070 1.457 -0.476
H -1.80012 1.71704 -0.75502 -1.010 0.711 -2.386 0.330
H -1.79316 0.58602 0.59278 -1.981 -2.472 1.889 0.306
H -0.70486 -2.10504 -0.62842 -0.158 0.052 -0.916 0.350
Se 3.10848 0.53884 0.02447 -0.722 -0.426 0.342 -0.266
H -0.26108 0.46420 -0.36229 -0.127 0.710 -0.656 0.241
C -1.36896 1.33497 0.08454 2.891 -1.175 -0.891 -0.864
```
Forces are in eV/Å.

=====

No. 9
This record from the Open Molecules 2025 dataset describes a structure of composition C3H6S at a distorted geometry. The level of theory is ωB97M-V with the def2-TZVPD basis set.

- E (eV) = -14042.337
- Kohn-Sham gap (eV) = 9.61
- energy relative to the best compared isomer or geometry (same formula, charge and spin) (kcal/mol) = 12.2

The geometry in XYZ format:
```
10
Properties=species:S:1:pos:R:3:forces:R:3:mulliken_charge:R:1
H -1.23101 -0.01673 -0.96214 0.172 0.859 0.207 0.238
H -1.31831 0.13458 0.77559 -0.421 0.288 0.218 0.233
C 0.44076 1.12746 0.02674 0.391 1.178 -1.158 -0.458
C 0.16919 -1.12994 0.03990 1.221 -2.752 -0.765 -0.412
S 1.73454 -0.16006 -0.01977 0.219 -0.532 0.112 -0.192
C -0.62306 0.07154 -0.04787 -3.035 1.288 -0.464 -0.486
H 0.47563 1.86356 -0.84750 0.032 -0.848 1.487 0.288
H 0.42898 1.57851 1.01418 0.122 0.611 -0.261 0.266
H -0.00152 -1.71450 -0.88697 0.603 -0.169 0.732 0.241
H -0.07520 -1.75442 0.90783 0.697 0.076 -0.107 0.282
```
Forces are in eV/Å.

=====

No. 10
This record from the Open Molecules 2025 dataset describes a cluster of 2 separate species, C3H6S in total at a distorted geometry. The level of theory is ωB97M-V with the def2-TZVPD basis set.

- E (eV) = -14037.815
- Kohn-Sham gap (alpha / beta) (eV) = 8.06 / 8.53
- energy relative to the best compared isomer or geometry (same formula, charge and spin) (kcal/mol) = 116.5

The geometry in XYZ format:
```
10
Properties=species:S:1:pos:R:3:forces:R:3:mulliken_charge:R:1
H 1.61271 -0.10177 -1.02981 -1.424 2.209 1.950 0.225
H 1.79287 1.73621 -0.90736 -0.147 -0.390 0.760 0.249
H -0.57741 0.42171 0.50329 0.818 1.511 1.003 0.087
C -1.57688 -1.28619 -0.12466 -0.673 0.365 0.570 -0.968
H -1.95028 -0.44809 -0.64632 0.083 0.517 -1.266 0.328
C 0.30875 1.15113 0.62637 -2.113 -2.277 -1.150 -0.176
H -0.60608 -1.69428 -0.22132 0.598 -0.330 -0.274 0.323
H -2.13980 -1.37277 0.77078 -0.121 -0.726 0.834 0.336
S 1.76832 0.70978 1.36308 0.808 0.059 1.654 -0.066
C 1.36780 0.88428 -0.33404 2.171 -0.940 -4.080 -0.338
```
Forces are in eV/Å.